a | Computed, not measured: a cluster of 2 separate species, C9H14 in total, with ωB97M-V/def2-TZVPD.

Structure (XYZ):
```
23
C9H14 ωB97M-V/def2-TZVPD
C -0.80523 -3.64973 0.24275
C 2.32679 -0.71147 -0.06714
C 2.08067 -1.38537 1.19960
C 1.28244 -0.84646 -1.00437
C 1.04489 -2.26344 1.42078
C 0.22057 -1.65151 -0.76356
C 0.17063 -2.52485 0.33968
H 3.25150 -0.20772 -0.27045
H 2.67370 -1.03273 2.02599
H 1.38890 -0.23389 -1.87624
H 0.71525 -2.60675 2.38488
H -0.52688 -1.84674 -1.51986
H -1.82466 -3.43153 0.61889
H -0.44514 -4.53371 0.63930
H -0.94936 -3.81140 -0.86037
C -0.67156 4.16785 -0.26026
C -2.04386 3.56002 -0.39377
H 0.01390 3.31790 0.02267
H -0.24413 4.48437 -1.23710
H -0.60181 4.96573 0.49009
H -1.88307 2.57061 -0.85178
H -2.71228 4.27891 -0.87937
H -2.46125 3.39188 0.59964
```

Spin multiplicity = 2
Gap between HOMO and LUMO (alpha / beta) = 9.1 / 5.5 eV
Net charge = +1

***

b | Computed, not measured: a cluster of 2 separate species, C9H14 in total, with ωB97M-V/def2-TZVPD.

Structure (XYZ):
```
23
C9H14 ωB97M-V/def2-TZVPD
C 1.14824 -0.37433 0.04144
C 0.46175 1.42691 3.27021
C -0.11256 2.57894 2.78429
C 0.79204 0.48493 2.27905
C 0.46880 0.55079 0.91647
C -0.61950 2.73627 1.43436
C -0.24622 1.55720 0.50669
H 0.50047 1.23981 4.24751
H -0.29334 3.46952 3.38789
H 1.21623 -0.42632 2.82903
H -0.77293 3.64246 1.11580
H 1.30276 -1.42807 0.46390
H 2.22501 0.05540 -0.08688
H -0.53811 1.57392 -0.46090
H 0.79896 -0.53086 -1.04715
C -0.90015 -1.28989 -2.55008
C -0.67730 -2.81716 -2.83895
H -0.39037 -0.85960 -1.70016
H -0.54432 -0.72998 -3.50986
H -1.98848 -1.00541 -2.50844
H -1.46243 -3.37181 -3.39673
H -0.63790 -3.48927 -2.01935
H 0.26936 -2.99345 -3.15813
```

Spin multiplicity = 2
Gap between HOMO and LUMO (alpha / beta) = 9.0 / 5.7 eV
Net charge = +1

***

c | Computed, not measured: a cluster of 2 separate species, C9H14 in total, with ωB97M-V/def2-TZVPD.

Structure (XYZ):
```
23
C9H14 ωB97M-V/def2-TZVPD
C -1.97665 -1.31336 1.61312
C -1.83829 -0.28448 2.70085
H -1.04335 -1.87422 1.34065
H -2.49633 -2.21578 1.93525
H -2.35361 -0.92322 0.65777
H -1.21277 -0.77534 3.52662
H -2.78821 0.02272 3.09731
H -1.18015 0.52979 2.29570
C 1.64417 1.83720 0.50391
C 0.47847 -0.84616 -2.65011
C -0.06380 0.45246 -2.58075
C 1.33804 -1.32496 -1.72412
C 0.05465 1.23281 -1.51590
C 1.69257 -0.37874 -0.72884
C 1.10348 0.93303 -0.59320
H 0.21254 -1.40897 -3.52714
H -0.71645 0.63779 -3.27321
H 1.85903 -2.20482 -1.84067
H -0.29958 2.26979 -1.67457
H 2.54934 -0.59026 -0.08605
H 2.68528 1.97490 0.43809
H 1.35826 1.48272 1.45942
H 0.99336 2.76710 0.62588
```

Spin multiplicity = 2
Gap between HOMO and LUMO (alpha / beta) = 9.9 / 5.9 eV
Net charge = +1

***

The most stable arrangement is a, and the next structure is 14.6 kcal/mol less stable.

***

a | Computed, not measured: the molecule C23H25N3O3, with ωB97M-V/def2-TZVPD.

Structure (XYZ):
```
54
C23H25N3O3 ωB97M-V/def2-TZVPD
C 6.84410 0.57454 0.31246
C 5.53310 0.82809 1.04381
H 5.61784 0.51430 2.08935
H 5.24757 1.88056 0.99160
O 4.45193 0.12405 0.43449
C 4.26820 -1.14068 0.80544
O 4.95732 -1.73824 1.60230
C 3.12514 -1.75950 0.13237
C 2.15464 -1.28980 -0.74872
C 1.36700 -2.41962 -1.01552
N 1.80767 -3.48193 -0.36185
N 2.85555 -3.07551 0.32376
H 3.37819 -3.70273 0.91755
H 0.51490 -2.49812 -1.66194
C 1.96382 0.09770 -1.25786
N 1.67619 1.01326 -0.16438
C 0.47587 0.71555 0.57449
H 0.48851 -0.34018 0.85372
C -0.82620 1.05775 -0.19455
C -2.00942 0.79243 0.71512
O -2.24375 1.51256 1.66229
C -2.83583 -0.39456 0.37644
C -2.21825 -1.58104 0.04747
C -2.96032 -2.73109 -0.24346
C -4.32636 -2.68804 -0.22942
C -5.00437 -1.49351 0.08836
C -6.41406 -1.43462 0.10008
C -7.06437 -0.27527 0.41377
C -6.32960 0.87800 0.72573
C -4.96236 0.85606 0.72018
C -4.25854 -0.32656 0.41033
H -4.40831 1.74689 0.96911
H -6.85395 1.79000 0.97043
H -8.14389 -0.23796 0.42177
H -6.96886 -2.32866 -0.14728
H -4.90795 -3.56993 -0.45718
H -2.43924 -3.64778 -0.47684
H -1.14106 -1.65005 0.04610
C -0.77968 2.54252 -0.57688
C 0.49969 2.86238 -1.34489
C 1.72185 2.41204 -0.53599
H 2.64214 2.59293 -1.09596
H 1.76798 2.98922 0.39309
H 0.56285 3.93499 -1.53324
H 0.48810 2.35333 -2.31152
H -1.65533 2.79476 -1.18048
H -0.81954 3.13494 0.33990
H -0.89731 0.44200 -1.09488
H 0.49012 1.30820 1.49408
H 1.17903 0.07968 -2.03217
H 2.89441 0.43959 -1.72045
H 6.74819 0.84155 -0.73732
H 7.63302 1.17174 0.76035
H 7.11361 -0.47622 0.38682
```

Gap between HOMO and LUMO = 8.4 eV
Structure (SMILES) = CCOC(=O)c1[nH]ncc1CN1CCC[C@H](C(=O)c2cccc3ccccc23)C1

***

b | Computed, not measured: the molecule C23H25N3O3, with ωB97M-V/def2-TZVPD.

Structure (XYZ):
```
54
C23H25N3O3 ωB97M-V/def2-TZVPD
C -3.29878 -4.86442 0.70353
H -4.12931 -4.82637 -0.00983
O -3.12917 -3.63880 1.36801
C -2.82684 -2.53345 0.61673
C -2.67464 -2.51650 -0.76190
C -2.34649 -1.34265 -1.41894
C -2.17827 -0.14374 -0.72860
C -2.35232 -0.17219 0.66089
C -2.65964 -1.34119 1.31790
H -2.78645 -1.35268 2.38884
H -2.26239 0.73652 1.23486
N -1.90920 1.05976 -1.36031
C -1.10577 2.06204 -0.68812
H -1.73932 2.86769 -0.28869
C -0.07395 2.66185 -1.66077
N 0.43960 1.62270 -2.51604
C 1.66378 1.06567 -2.40393
O 2.04115 0.14882 -3.10839
C 2.55353 1.70547 -1.33635
O 3.26352 2.65606 -1.62782
C 2.44084 1.13072 -0.01695
C 2.94500 1.70848 1.14588
N 2.57397 0.97245 2.22249
C 1.83274 -0.11101 1.80147
C 1.25497 -1.13482 2.53928
C 0.60121 -2.13320 1.84830
C 0.53236 -2.11506 0.45697
C 1.07998 -1.08730 -0.27936
C 1.73252 -0.05591 0.39218
H 1.02634 -1.10518 -1.35413
H 0.03501 -2.92397 -0.05437
H 0.14205 -2.94492 2.39129
H 1.31618 -1.16272 3.61702
C 2.90530 1.28652 3.58373
H 3.95736 1.56385 3.66131
H 2.29656 2.11649 3.95402
H 2.72673 0.41550 4.20963
C 3.74603 2.94640 1.29600
H 3.83377 3.43615 0.33051
H 3.28405 3.62473 2.01377
H 4.74948 2.70857 1.65104
C -0.54187 1.03344 -3.41013
C -1.93916 1.20527 -2.79262
H -2.32015 2.20894 -3.01623
H -2.63874 0.49135 -3.22437
H -0.27933 -0.02111 -3.52952
H -0.49508 1.51134 -4.39603
H 0.73860 3.12485 -1.10204
H -0.53336 3.43376 -2.28736
H -0.57440 1.58990 0.14308
H -2.21093 -1.38886 -2.48791
H -2.79346 -3.41508 -1.34752
H -3.52710 -5.59365 1.47972
H -2.38650 -5.17052 0.17977
```

Gap between HOMO and LUMO = 7.8 eV
Structure (SMILES) = COc1ccc(N2CCN(C(=O)C(=O)c3c(C)n(C)c4ccccc34)CC2)cc1

***

The most stable arrangement is a, and the next structure is 4.0 kcal/mol less stable.

***

a | Computed, not measured: the molecule C23H25N3O3, with ωB97M-V/def2-TZVPD.

Structure (XYZ):
```
54
C23H25N3O3 ωB97M-V/def2-TZVPD
C -4.67145 2.65834 4.17777
H -5.37786 3.27770 4.72815
O -4.23844 3.44507 3.09477
C -3.34761 2.91409 2.21615
C -2.96791 3.74152 1.15511
C -2.07515 3.29787 0.20962
C -1.53396 2.01097 0.27940
C -1.90737 1.19873 1.34501
C -2.80098 1.63818 2.30517
H -3.05859 0.97863 3.11934
H -1.48453 0.21084 1.45532
C -0.58615 1.57569 -0.75178
N 0.04380 2.51927 -1.41398
C 0.92703 2.18658 -2.36869
C 1.58012 3.22929 -3.06064
C 2.49284 2.94414 -4.03623
C 2.79388 1.61223 -4.36225
C 2.18139 0.57769 -3.70953
C 1.23119 0.83534 -2.70305
C 0.54071 -0.17326 -1.98039
C -0.36803 0.20384 -1.02261
H -0.95284 -0.54148 -0.50517
C 0.76777 -1.62747 -2.25901
O 0.88044 -2.10382 -3.37199
N 0.81440 -2.37399 -1.13401
H 0.81171 -1.94687 -0.21868
C 1.06972 -3.79265 -1.12102
H 1.52236 -4.07025 -2.07593
H 0.12530 -4.34190 -1.02253
C 2.00751 -4.11422 0.04571
N 1.54156 -3.45441 1.25624
C 2.58534 -3.28384 2.25368
C 2.03215 -2.44744 3.40857
O 0.90715 -3.05760 3.99465
C -0.09970 -3.26119 3.03364
C 0.40144 -4.11724 1.86986
H -0.39649 -4.22658 1.13468
H 0.67569 -5.11777 2.24755
H -0.92335 -3.75612 3.55060
H -0.44396 -2.28976 2.64465
H 2.77478 -2.34603 4.20130
H 1.76132 -1.44867 3.03200
H 3.43049 -2.76094 1.80116
H 2.93523 -4.25466 2.64500
H 2.09265 -5.20559 0.16772
H 2.99933 -3.71681 -0.18287
H 2.40013 -0.44579 -3.97042
H 3.51692 1.40830 -5.13827
H 2.99066 3.74360 -4.56574
H 1.33292 4.24405 -2.79047
H -1.77679 3.93372 -0.60845
H -3.39441 4.73075 1.10231
H -5.17754 1.74915 3.83720
H -3.84009 2.38716 4.83654
```

Gap between HOMO and LUMO = 8.1 eV
Structure (SMILES) = COc1ccc(-c2cc(C(=O)NCCN3CCOCC3)c3ccccc3n2)cc1

***

b | Computed, not measured: the molecule C23H25N3O3, with ωB97M-V/def2-TZVPD.

Structure (XYZ):
```
54
C23H25N3O3 ωB97M-V/def2-TZVPD
C -4.90398 -3.15143 0.43129
H -4.13105 -3.89430 0.23724
H -5.28312 -3.28420 1.45013
H -5.72348 -3.29213 -0.28171
O -4.27779 -1.90534 0.26758
C -5.01965 -0.76527 0.47491
C -6.35648 -0.77796 0.83034
C -7.03796 0.40339 1.08872
C -6.37515 1.60778 0.99116
C -5.04314 1.63610 0.61386
C -4.33773 0.46696 0.33711
N -2.99479 0.48891 -0.00141
C -2.47712 -0.38437 -1.04015
H -3.29876 -0.75551 -1.65568
C -1.48831 0.36372 -1.92759
N -0.38156 0.84367 -1.12517
C 0.88160 0.69812 -1.56780
O 1.15322 0.24004 -2.66606
C 1.98602 1.18727 -0.63090
O 2.06288 2.37508 -0.35592
C 2.94010 0.19503 -0.20717
C 2.86374 -1.19014 -0.30457
N 4.01669 -1.74155 0.15668
C 4.86601 -0.74280 0.58441
C 6.13756 -0.81043 1.13674
C 6.75083 0.37872 1.47615
C 6.12094 1.60639 1.27080
C 4.85825 1.68053 0.72254
C 4.22004 0.49368 0.37904
H 4.36337 2.62400 0.56000
H 6.63747 2.51271 1.54975
H 7.73976 0.35783 1.90967
H 6.64084 -1.75153 1.30325
C 4.32036 -3.14593 0.18177
H 4.08285 -3.60511 -0.77886
H 5.38305 -3.27511 0.37229
H 3.76158 -3.65793 0.97062
C 1.73946 -2.04068 -0.77454
H 1.80418 -3.04397 -0.36040
H 0.78784 -1.60490 -0.48042
H 1.74746 -2.10429 -1.86302
C -0.72558 1.32674 0.19812
H -0.51009 0.55586 0.95103
C -2.20931 1.67484 0.25010
H -2.41228 2.48302 -0.47033
H -2.44759 2.04313 1.25138
H -0.13271 2.21337 0.43147
H -1.07504 -0.29616 -2.69418
H -1.98403 1.20196 -2.43004
H -1.97709 -1.25171 -0.58885
H -4.55007 2.59027 0.52212
H -6.89031 2.53393 1.19654
H -8.07845 0.36664 1.37218
H -6.88396 -1.71318 0.93132
```

Gap between HOMO and LUMO = 8.1 eV
Structure (SMILES) = COc1ccccc1N1CCN(C(=O)C(=O)c2c(C)n(C)c3ccccc23)CC1

***

The most stable arrangement is a, and the next structure is 5.4 kcal/mol less stable.

***

a | Computed, not measured: a structure of composition C2H4FP, with ωB97M-V/def2-TZVPD.

Structure (XYZ):
```
8
C2H4FP ωB97M-V/def2-TZVPD
C -0.06246 -0.47493 -0.35258
C -1.29540 -0.01785 0.12141
F 1.86933 -0.61554 0.89072
P 1.57614 0.23986 -0.43118
H 1.49751 1.93862 0.09694
H 0.03544 -1.51904 -0.74946
H -2.22966 -0.59109 -0.11736
H -1.39090 1.03997 0.54151
```

Gap between HOMO and LUMO = 9.8 eV

***

b | Computed, not measured: a cluster of 2 separate species, C2H4FP in total, with ωB97M-V/def2-TZVPD.

Structure (XYZ):
```
8
C2H4FP ωB97M-V/def2-TZVPD
C 0.86982 0.30635 -0.02401
C -1.86200 0.01088 -0.05363
F 1.11830 1.61078 0.08463
P 1.75922 -1.06307 -0.11567
H -1.24086 -0.44142 -0.82586
H -2.03890 1.10797 0.10432
H -1.81719 -0.64794 0.84170
H 3.21160 -0.88354 -0.01149
```

Gap between HOMO and LUMO (alpha / beta) = 9.5 / 8.2 eV

***

The most stable arrangement is a, and the next structure is 95.0 kcal/mol less stable.